{
  "formula": "C5H10O2S",
  "method": "the ωB97M-V functional and the def2-TZVPD basis",
  "total_charge": 0,
  "homo_energy_ev": -8.8495,
  "relative_energy_kcal_mol": 117.9,
  "elements": ["O", "C", "O", "C", "C", "C", "S", "C", "H", "H", "H", "H", "H", "H", "H", "H", "H", "H"],
  "xyz": [[-2.53236, 0.92230, -0.58843], [-2.61061, -0.00996, 0.45228], [-3.59635, -0.45807, 1.13953], [-1.12622, -0.27607, 1.08025], [-0.20948, -0.70708, -0.03941], [0.21088, 0.41868, -1.03010], [1.59964, 1.61297, -0.42873], [2.94596, 0.35829, -0.07402], [-2.38725, -0.35380, -0.67492], [-1.00638, -0.85083, 1.99708], [-0.89387, 0.71900, 1.42158], [0.68683, -1.18889, 0.36282], [-0.62055, -1.48669, -0.68328], [-0.61095, 1.09852, -1.14814], [0.61403, -0.04447, -1.92840], [2.27315, -0.46721, 0.25489], [3.71253, 0.49223, 0.78079], [3.55101, 0.22110, -0.89378]],
  "mulliken_charge": [-0.412, 0.433, -0.550, -0.290, -1.067, -0.579, -0.111, -0.515, 0.293, 0.335, 0.270, 0.365, 0.391, 0.341, 0.438, 0.043, 0.310, 0.304]
}